7 unconnected molecules or ions with the total composition C50H44F9NO15S in a non-equilibrium geometry, computed with ωB97M-V with the def2-TZVPD basis set.

**Energy**: -120041.898 eV
**HOMO level**: -0.345 Eh
**HOMO-LUMO gap**: 7.553 eV
**F_max**: 6.8 eV/Å

Geometry as XYZ:
```
120
Properties=species:S:1:pos:R:3:mulliken_charge:R:1
C 4.117 -2.638 -2.489 -0.9557
C 3.632 -1.435 -1.497 -0.3759
C 2.868 -0.173 -2.240 0.0262
C 3.500 0.269 -3.678 -0.6102
O 2.670 1.155 -4.504 -0.3599
S 1.640 2.150 -3.587 1.2641
O 2.348 3.086 -2.577 -0.6352
O 0.751 3.081 -4.496 -0.6618
C 0.395 0.958 -2.759 0.1417
C -0.411 1.776 -1.587 -0.8239
C 0.434 2.034 -0.207 -0.0404
N -0.078 0.985 0.802 -0.6263
C 1.207 -0.367 -2.260 0.5098
C 0.892 -1.754 -3.051 -0.5907
C -0.650 -2.021 -3.498 -1.1649
C -1.727 -2.256 -2.290 0.8608
F -1.309 -1.778 -0.955 -0.2487
F -2.942 -1.434 -2.656 -0.3255
C -2.267 -3.793 -2.116 0.5188
F -2.806 -4.224 -3.460 -0.3029
F -3.469 -3.785 -1.213 -0.2698
C -1.131 -4.897 -1.710 0.4067
F 0.009 -5.008 -2.652 -0.2374
F -1.819 -6.242 -1.744 -0.2866
C -0.504 -4.747 -0.205 0.6101
F -1.475 -4.397 0.856 -0.2063
F 0.034 -6.110 0.164 -0.2629
F 0.673 -3.832 -0.139 -0.1737
H 4.832 -2.282 -3.376 0.2650
H 4.774 -3.390 -1.853 0.3574
H 3.242 -3.262 -2.959 0.1432
H 2.855 -1.868 -0.708 0.1580
H 4.513 -0.956 -0.861 0.3448
H 3.039 0.750 -1.501 0.3567
H 4.497 0.879 -3.437 0.2275
H 3.841 -0.617 -4.375 0.3055
H -0.406 0.752 -3.619 0.2474
H -1.470 1.290 -1.380 0.2811
H -0.648 2.855 -2.040 0.3546
H 0.146 3.079 0.277 0.4192
H 1.595 1.930 -0.310 0.0107
H 0.607 0.205 0.907 0.2392
H -0.284 1.426 1.725 0.3201
H 0.929 -0.555 -1.114 -0.1952
H 1.229 -2.645 -2.339 -0.0629
H 1.567 -1.861 -4.022 0.3568
H -1.100 -1.209 -4.249 0.3957
H -0.646 -3.030 -4.137 0.4654
C 4.750 1.899 3.060 -0.4958
C 4.796 2.756 4.086 -0.2712
C 3.581 3.443 4.564 0.4885
O 3.622 4.229 5.501 -0.5868
C 2.313 3.147 3.868 -0.5353
C 2.267 2.290 2.843 0.1844
C 3.482 1.603 2.364 0.2954
O 3.440 0.817 1.427 -0.4679
H 5.632 1.387 2.696 0.4460
H 5.718 2.983 4.607 0.3312
H 1.431 3.659 4.233 0.4526
H 1.345 2.063 2.322 0.0365
C 6.904 6.585 2.543 -0.4290
C 6.861 7.870 2.176 -0.4009
C 6.184 8.882 3.011 0.3145
O 6.142 10.058 2.675 -0.5548
C 5.559 8.420 4.266 -0.3322
C 5.602 7.136 4.633 -0.2454
C 6.279 6.124 3.798 0.2418
O 6.321 4.948 4.133 -0.5073
H 7.395 5.830 1.942 0.4357
H 7.315 8.225 1.259 0.4101
H 5.067 9.176 4.867 0.4862
H 5.148 6.781 5.550 0.5611
C -5.923 -0.752 -6.179 -0.3014
C -5.117 -0.579 -5.127 -0.1622
C -4.003 0.389 -5.166 0.2903
O -3.264 0.546 -4.204 -0.4679
C -3.815 1.158 -6.412 -0.3786
C -4.620 0.985 -7.464 -0.4247
C -5.735 0.017 -7.425 0.2882
O -6.474 -0.140 -8.387 -0.5676
H -6.744 -1.458 -6.167 0.4264
H -5.242 -1.135 -4.206 0.4037
H -2.993 1.864 -6.424 0.4853
H -4.495 1.541 -8.385 0.4091
C -6.608 -5.931 -2.774 -0.1757
C -6.133 -4.993 -3.599 -0.2361
C -6.733 -4.766 -4.929 0.1738
O -6.297 -3.909 -5.685 -0.5358
C -7.880 -5.614 -5.310 -0.4208
C -8.355 -6.552 -4.485 -0.5573
C -7.755 -6.779 -3.156 0.4707
O -8.191 -7.635 -2.399 -0.5744
H -6.179 -6.110 -1.796 0.3754
H -5.292 -4.362 -3.334 0.5710
H -8.309 -5.434 -6.288 0.4367
H -9.196 -7.182 -4.751 0.4174
C 6.851 7.951 8.387 -0.2377
C 7.613 7.523 9.398 -0.3633
C 7.022 6.843 10.568 0.3404
O 7.719 6.453 11.495 -0.5511
C 5.558 6.652 10.575 -0.3526
C 4.796 7.079 9.564 -0.4748
C 5.387 7.760 8.395 0.5382
O 4.690 8.150 7.468 -0.5514
H 7.268 8.452 7.522 0.4394
H 8.688 7.655 9.407 0.4094
H 5.141 6.150 11.440 0.4038
H 3.721 6.948 9.555 0.4165
C -6.360 -7.424 3.182 -0.3795
C -5.884 -6.486 2.357 -0.4620
C -6.484 -6.259 1.028 0.5614
O -6.048 -5.403 0.271 -0.5061
C -7.631 -7.107 0.646 -0.0807
C -8.107 -8.045 1.472 -0.4371
C -7.507 -8.272 2.801 0.3236
O -7.943 -9.128 3.558 -0.5583
H -5.931 -7.604 4.161 0.4013
H -5.044 -5.856 2.623 0.4475
H -8.060 -6.927 -0.332 0.2617
H -8.947 -8.675 1.206 0.4384
```

=====

A molecular structure, C13H13IrN6S2, computed with ωB97M-V with the def2-TZVPD basis set.

**Energy relative to the best compared isomer or geometry (same formula, charge and spin)**: 0.0 kJ/mol
**Energy**: -47126.837 eV
**HOMO level (spin up / spin down)**: -0.497 / -0.497 Eh
**HOMO-LUMO gap (spin up / spin down)**: 3.964 / 3.966 eV
**Charge**: +2
**F_max**: 0.3 eV/Å

Geometry as XYZ:
```
35
Properties=species:S:1:pos:R:3:mulliken_charge:R:1
Ir 0.000 -0.287 -0.237 0.6560
N 3.276 2.420 -0.057 -0.3434
C 2.079 1.850 -0.092 0.7564
S 2.025 0.074 0.312 -0.2317
N 0.993 2.512 -0.331 -1.0757
N -0.111 1.718 -0.302 0.6114
C -1.281 2.242 -0.265 -0.1689
C -2.374 1.303 -0.060 0.5593
C -3.693 1.688 0.048 -0.8166
C -4.654 0.719 0.317 -0.1623
C -4.268 -0.605 0.474 -0.8196
C -2.933 -0.933 0.360 0.2755
N -1.998 -0.007 0.088 -0.3339
H 4.108 1.901 0.167 0.2080
H 3.364 3.408 -0.246 0.2649
H -1.422 3.315 -0.310 0.4608
H -3.962 2.729 -0.065 0.4118
H -5.695 0.999 0.407 0.4696
H -4.993 -1.380 0.680 0.4171
H -2.587 -1.952 0.465 0.4231
N 0.686 -7.325 -0.700 -0.3604
C -0.052 -6.636 0.183 0.0828
S -1.060 -7.310 1.278 -0.2786
C 0.031 -5.143 0.070 0.8061
C -0.212 -4.347 1.191 -0.5054
C -0.189 -2.981 1.072 -0.4394
N 0.047 -2.362 -0.106 -0.2646
C 0.293 -3.119 -1.188 -0.2096
C 0.297 -4.498 -1.135 -0.6562
H 0.651 -8.333 -0.665 0.2322
H 1.413 -6.905 -1.252 0.2014
H -0.426 -4.814 2.142 0.4427
H -0.365 -2.341 1.928 0.5097
H 0.483 -2.597 -2.117 0.4286
H 0.463 -5.046 -2.052 0.4489
```

=====

A molecular structure, C31H32N2OSiSn in a non-equilibrium geometry, computed with ωB97M-V with the def2-TZVPD basis set.

**Energy**: -51400.988 eV
**HOMO level (spin up / spin down)**: -0.215 / -0.217 Eh
**HOMO-LUMO gap (spin up / spin down)**: 5.291 / 5.952 eV
**F_max**: 4.1 eV/Å

Geometry as XYZ:
```
68
Properties=species:S:1:pos:R:3:mulliken_charge:R:1
C -1.674 0.604 2.477 -0.2434
C -1.420 -0.818 2.335 -0.3981
H -0.702 1.010 2.674 -0.2536
H -2.404 0.904 3.262 0.4422
H -1.833 1.045 1.458 0.0766
H -1.156 -1.336 1.383 0.0400
H -0.792 -1.289 3.148 0.2077
H -2.483 -1.087 2.299 0.3672
C 1.033 2.721 -1.299 -0.1204
C 1.162 3.531 -2.411 -0.8255
C 1.232 2.927 -3.670 -0.4362
C 1.180 1.537 -3.809 -0.7959
H 0.967 3.150 -0.295 0.5150
H 1.233 4.620 -2.299 0.3908
H 1.380 3.522 -4.563 0.4035
H 1.344 1.010 -4.748 0.3138
N 1.035 1.360 -1.453 -0.1374
C 1.013 0.727 -2.689 0.6342
C 0.896 -0.761 -2.743 0.5169
N 0.820 -1.490 -1.566 0.0651
C 0.539 -2.832 -1.478 -0.1149
C 0.676 -2.898 -3.867 -0.4694
C 0.480 -3.568 -2.655 -0.8313
H 0.387 -3.303 -0.501 0.4780
H 0.306 -4.638 -2.614 0.4002
C 0.908 -1.530 -3.899 -0.7356
H 1.182 -0.974 -4.792 0.3322
H 0.696 -3.445 -4.805 0.4068
Sn 0.283 -0.086 -0.212 0.5470
C -1.823 0.013 -1.059 -1.4216
H -2.256 -0.984 -1.216 0.3694
H -1.928 0.547 -2.013 0.3437
H -2.449 0.528 -0.332 0.4568
O 1.792 -0.309 1.300 0.1447
Si 2.594 0.136 2.647 -0.6764
C 2.801 1.983 2.900 0.4272
C 2.314 2.705 4.010 -0.1216
C 2.518 4.087 4.116 -0.6009
C 3.252 4.769 3.147 -0.4937
C 3.743 4.073 2.033 -0.7385
C 3.485 2.697 1.908 -0.1321
C 1.927 -0.483 4.325 0.7948
C 0.671 -0.097 4.815 -0.3250
C 0.101 -0.640 5.968 -0.8936
C 0.832 -1.576 6.709 -0.5922
C 2.116 -1.917 6.302 -0.6597
C 2.657 -1.381 5.117 -0.4007
C 4.315 -0.618 2.493 0.1040
C 4.444 -1.876 1.903 -0.2613
C 5.658 -2.559 1.964 -0.5172
C 6.766 -1.965 2.588 -0.4840
C 6.657 -0.675 3.114 -0.6755
C 5.430 0.007 3.072 -0.1087
H 1.769 2.187 4.796 0.2900
H 2.080 4.626 4.964 0.3736
H 3.437 5.836 3.251 0.3636
H 4.300 4.599 1.254 0.3865
H 3.837 2.180 1.006 0.4783
H 0.065 0.595 4.242 0.5894
H -0.899 -0.339 6.286 0.4058
H 0.387 -2.066 7.572 0.3705
H 2.710 -2.635 6.888 0.3666
H 3.639 -1.722 4.780 0.2771
H 3.570 -2.352 1.443 0.3022
H 5.730 -3.570 1.568 0.3878
H 7.696 -2.520 2.683 0.3617
H 7.499 -0.202 3.614 0.3684
H 5.321 0.991 3.525 0.3652
```

=====

A single C4H13N3 molecule in a non-equilibrium geometry, computed with ωB97M-V with the def2-TZVPD basis set.

**Energy relative to the best compared isomer or geometry (same formula, charge and spin)**: 150.5 kJ/mol
**Energy**: -8827.853 eV
**HOMO level**: -0.302 Eh
**HOMO-LUMO gap**: 9.223 eV
**F_max**: 2.5 eV/Å

Geometry as XYZ:
```
20
Properties=species:S:1:pos:R:3:mulliken_charge:R:1
C -0.243 0.953 0.609 0.6292
C 0.454 -0.384 0.902 -0.7941
C -1.212 -1.615 -0.575 -0.9280
C 0.167 1.651 -0.680 -1.3990
N 0.160 -1.446 -0.120 0.1288
N 1.117 -1.479 -1.184 -0.6437
N 0.137 1.868 1.768 -0.7522
H -1.331 0.848 0.650 0.2569
H 0.829 -0.935 -1.998 0.1909
H 1.252 -2.439 -1.512 0.2425
H -0.130 1.463 2.665 0.2453
H 1.139 2.055 1.770 0.2595
H 0.083 -0.776 1.857 0.3009
H 1.540 -0.251 0.976 0.3488
H -1.499 -0.871 -1.326 0.2908
H -1.342 -2.608 -1.021 0.2955
H -1.913 -1.550 0.264 0.3204
H -0.197 2.685 -0.693 0.4103
H -0.266 1.157 -1.554 0.2856
H 1.255 1.675 -0.798 0.3117
```

=====

A gas-phase ion, C5H4N (charge +1) in a non-equilibrium geometry, computed with ωB97M-V with the def2-TZVPD basis set.

**Energy relative to the best compared isomer or geometry (same formula, charge and spin)**: 506.8 kJ/mol
**Energy**: -6723.087 eV
**HOMO level**: -0.592 Eh
**HOMO-LUMO gap**: 7.900 eV
**Charge**: +1
**F_max**: 3.3 eV/Å

Geometry as XYZ:
```
10
Properties=species:S:1:pos:R:3:mulliken_charge:R:1
C -1.971 0.006 0.355 0.3287
C -2.989 -0.194 -0.372 -0.0506
C 0.523 -0.181 0.033 0.3788
C 1.345 -1.204 0.219 -0.5627
C 0.142 1.292 -0.203 -0.3140
N -0.785 0.219 0.030 0.0610
H 2.383 -1.053 0.367 0.2784
H 1.026 -2.307 0.281 0.2620
H -0.016 1.965 0.563 0.3388
H 0.343 1.458 -1.272 0.2795
```

=====

2 unconnected molecules or ions with the total composition C5H8O in a non-equilibrium geometry, computed with ωB97M-V with the def2-TZVPD basis set.

**Energy relative to the best compared isomer or geometry (same formula, charge and spin)**: 386.4 kJ/mol
**Energy**: -7358.251 eV
**HOMO level**: -0.289 Eh
**HOMO-LUMO gap**: 8.547 eV
**F_max**: 3.0 eV/Å

Geometry as XYZ:
```
14
Properties=species:S:1:pos:R:3:mulliken_charge:R:1
C 1.622 0.912 0.395 -1.2019
C 0.399 0.233 -0.114 0.6260
C 0.132 -1.072 -0.029 -0.6158
C -1.291 -1.288 -0.140 -0.3722
O -1.824 -0.113 -0.660 -0.3188
C -0.823 0.930 -0.650 -0.3682
H 2.259 1.298 -0.406 0.2785
H 2.198 0.196 0.987 0.3149
H 1.359 1.752 1.052 0.3178
H 0.701 -1.863 0.432 0.4309
H -1.005 -1.970 1.409 0.1195
H -1.872 -2.107 -0.549 0.3230
H -1.205 1.772 -0.056 0.2492
H -0.651 1.320 -1.671 0.2172
```

=====

Q: What is the F_max in the second record?
A: 0.3 eV/Å

=====

Copy entry 5 word for word.
A gas-phase ion, C5H4N (charge +1) in a non-equilibrium geometry, computed with ωB97M-V with the def2-TZVPD basis set.

**Energy relative to the best compared isomer or geometry (same formula, charge and spin)**: 506.8 kJ/mol
**Energy**: -6723.087 eV
**HOMO level**: -0.592 Eh
**HOMO-LUMO gap**: 7.900 eV
**Charge**: +1
**F_max**: 3.3 eV/Å

Geometry as XYZ:
```
10
Properties=species:S:1:pos:R:3:mulliken_charge:R:1
C -1.971 0.006 0.355 0.3287
C -2.989 -0.194 -0.372 -0.0506
C 0.523 -0.181 0.033 0.3788
C 1.345 -1.204 0.219 -0.5627
C 0.142 1.292 -0.203 -0.3140
N -0.785 0.219 0.030 0.0610
H 2.383 -1.053 0.367 0.2784
H 1.026 -2.307 0.281 0.2620
H -0.016 1.965 0.563 0.3388
H 0.343 1.458 -1.272 0.2795
```

=====

Q: Number 1 is which compound?
A: C50H44F9NO15S

=====

Q: Number 4 is which compound?
A: C4H13N3